(1)
14
Properties=species:S:1:pos:R:3 method="wB97M-V/def2-TZVPD" total_charge=-1 homo_lumo_gap_ev=7.7 lumo_ev=2.76 total_energy_ha=-706.8171 spin_multiplicity=1
I 0.77953 -2.47474 -0.39785
In 0.66324 1.09374 -1.65661
F -0.39335 2.86603 -1.66826
C 0.15436 -0.85190 0.88738
C -1.35666 -0.80327 0.87894
C 0.75096 0.51263 0.51209
H -1.67989 -0.67484 -0.15068
H 0.52202 -1.12180 1.86696
H -1.77794 -1.73299 1.24937
H -1.69602 0.05727 1.44193
H 2.31906 1.36261 -2.25035
H 1.76635 0.52391 0.89768
H -0.24987 0.00746 -2.71289
H 0.19820 1.23588 1.10229



(2)
15
Properties=species:S:1:pos:R:3 method="wB97M-V/def2-TZVPD" total_charge=0 homo_lumo_gap_ev=9.3 lumo_ev=0.79 total_energy_ha=-383.0934 e_above_lowest_ev=3.068 spin_multiplicity=1
F 1.17225 0.66595 -1.11788
N -0.90220 -0.27580 0.61856
N 1.62008 -1.42857 1.39159
N -0.21052 -1.18729 -0.14960
C 0.28588 1.67781 -0.45102
C 1.02332 -1.82065 0.30325
C -1.03681 0.83563 -0.23744
H -1.64388 -0.76925 1.11253
H -1.60000 1.66116 0.16307
H 1.07099 -0.42907 1.60501
H -0.13165 2.73530 -1.06841
H -0.40883 -1.28594 -1.12417
H -1.28558 0.49723 -1.37897
H 0.70948 1.79236 0.62837
H 1.33748 -2.66888 -0.29488



(3)
15
Properties=species:S:1:pos:R:3 method="wB97M-V/def2-TZVPD" total_charge=+2 homo_lumo_gap_ev=10.9 lumo_ev=-10.11 total_energy_ha=-382.5450 e_above_lowest_ev=0.176 spin_multiplicity=1
F 2.00539 0.20440 0.13529
N 0.59485 -1.05889 2.15358
N 1.02029 1.01055 -1.60690
N -0.18341 -0.17786 0.01342
C 0.90839 0.35504 -0.50443
C -1.39759 0.21849 -0.72861
C -0.29544 -0.83088 1.24163
H 0.31993 -1.48229 3.09325
H -1.28830 1.23487 -1.28610
H -1.63940 -0.49671 -1.47191
H 1.49857 -0.72563 2.15713
H 1.94844 1.36579 -1.96205
H -1.42130 -1.12914 1.23031
H -2.31908 0.27635 -0.21235
H 0.24867 1.23590 -2.25224



(4)
16
Properties=species:S:1:pos:R:3 method="wB97M-V/def2-TZVPD" total_charge=0 homo_lumo_gap_ev="8.8 / 8.8" lumo_ev="0.38 / 0.38" total_energy_ha=-458.3247 e_above_lowest_ev=3.314 spin_multiplicity=1
F -3.57516 2.94974 3.11951
O -1.97474 3.88893 4.54615
N 2.43021 -3.91840 -2.15263
N -0.94192 1.11521 -0.68772
N -2.06376 3.22355 3.54131
C -1.59118 2.06370 1.46713
C -1.23313 2.73605 2.68886
C -0.68936 1.88105 0.47328
H 1.60805 -4.39447 -2.01794
H -1.90073 0.85280 -0.81719
H -0.59910 1.46446 -1.53117
H 2.36042 -3.51968 -3.08070
H 2.38647 -3.10379 -1.52637
H 0.44579 2.17596 0.60847
H -0.21241 2.91076 2.91263
H -2.62959 1.80350 1.32600



(5)
16
Properties=species:S:1:pos:R:3 method="wB97M-V/def2-TZVPD" total_charge=0 homo_lumo_gap_ev=9.6 lumo_ev=0.50 total_energy_ha=-458.4354 e_above_lowest_ev=0.299 spin_multiplicity=1
F 1.51219 -1.61955 -0.15644
O -1.98938 -1.09179 -0.31673
N -0.51565 1.29581 -0.10293
N 1.62789 0.97017 0.71845
N -0.52774 2.66684 -0.07097
C 0.37112 -0.85449 -0.36253
C 0.58985 0.55176 0.14239
C -0.77985 -1.62832 0.19980
H -1.36376 0.76726 -0.20566
H -0.19319 3.01651 0.83959
H -0.71571 -1.48136 1.28990
H 0.35858 -0.75484 -1.45586
H -2.75113 -1.71988 -0.20117
H -0.61423 -2.69459 0.02566
H 2.30031 0.19238 0.73716
H 0.10629 3.04129 -0.77758



(6)
14
Properties=species:S:1:pos:R:3 method="wB97M-V/def2-TZVPD" total_charge=0 homo_lumo_gap_ev=11.2 lumo_ev=0.88 total_energy_ha=-348.9565 e_above_lowest_ev=0.633 spin_multiplicity=1
F 0.13948 -0.65379 -1.88270
O 0.51317 1.52485 -0.92455
N 2.04981 -0.19219 -0.75022
C 0.62787 0.15099 -0.75797
C -0.13671 -0.33033 0.38214
C -1.62966 0.03501 0.24406
H 1.17786 1.89452 -1.40449
H 2.10517 -1.17758 -1.02889
H 0.21710 0.17843 1.26993
H 2.31506 -0.08048 0.27846
H -1.87929 1.05245 0.17041
H -0.15527 -1.49788 0.40302
H -2.05555 -0.38769 -0.63793
H -2.15107 -0.33391 1.03206



(7)
14
Properties=species:S:1:pos:R:3 method="wB97M-V/def2-TZVPD" total_charge=0 homo_lumo_gap_ev="7.8 / 8.5" lumo_ev="0.08 / 0.66" total_energy_ha=-671.7611 e_above_lowest_ev=3.847 spin_multiplicity=1
S 2.53023 0.87714 -0.32197
F 1.43383 -0.63494 1.52857
N 1.30926 -1.44669 -0.55580
C -1.90093 0.21525 -0.46254
C -1.18025 0.97856 0.53062
C 1.23277 -0.26105 0.18349
H -1.17033 0.56007 1.49420
H -0.63115 1.86620 0.26860
H -1.73644 0.51229 -1.52119
H 0.70980 -1.32471 -1.31661
H 2.77241 1.49493 0.89235
H -1.82758 -0.85651 -0.37124
H -3.03668 0.30139 -0.30350
H 1.49508 -2.28193 -0.04498



(8)
14
Properties=species:S:1:pos:R:3 method="wB97M-V/def2-TZVPD" total_charge=0 homo_lumo_gap_ev="9.5 / 3.3" lumo_ev="-0.19 / -3.36" total_energy_ha=-1003.9169 e_above_lowest_ev=3.299 spin_multiplicity=1
I 1.71203 -0.54945 2.71212
I -0.20930 4.73345 -2.66653
Si -0.09869 0.17665 1.21228
C 0.36454 1.78254 0.21976
C 0.01676 -1.69254 -0.69856
C -0.97364 -1.39107 0.48135
H 0.84510 2.37461 1.04572
H -0.93207 -2.06749 1.28945
H -1.95965 -1.35495 -0.00671
H -0.23372 -1.02065 -1.54977
H -0.61279 2.08181 -0.11571
H 1.12784 -1.71201 -0.37111
H 1.16221 1.34615 -0.44546
H -0.20862 -2.70704 -1.10682



(9)
13
Properties=species:S:1:pos:R:3 method="wB97M-V/def2-TZVPD" total_charge=0 homo_lumo_gap_ev=8.8 lumo_ev=0.07 total_energy_ha=-471.4941 e_above_lowest_ev=0.546 spin_multiplicity=1
I -2.48149 -0.24007 -1.76838
N -0.54451 0.24907 -1.31323
C 1.36934 0.57919 0.09162
C -0.73854 -0.31344 1.05601
C 0.08874 -0.27032 -0.17743
H 2.19032 0.46690 -0.73582
H 1.16350 1.70512 0.15693
H -0.16974 -0.18640 -2.10309
H 0.40973 -1.34949 -0.37651
H 1.77487 0.37748 1.17999
H -1.54090 -1.08616 0.91091
H -0.14517 -0.54462 1.84405
H -1.37615 0.61274 1.23495



(10)
14
Properties=species:S:1:pos:R:3 method="wB97M-V/def2-TZVPD" s2=2.008 total_charge=+1 homo_lumo_gap_ev="7.0 / 6.8" lumo_ev="-4.19 / -7.04" total_energy_ha=-525.9093 e_above_lowest_ev=0.003 spin_multiplicity=3
I 1.29822 1.81795 2.38216
N -0.26090 0.88122 1.11756
N -0.28278 -1.60724 0.53431
C 0.14817 -1.39714 -0.63339
C 0.52847 -0.04223 -1.03352
C -0.28993 1.08500 -0.30430
H -1.33517 1.19324 -0.75378
H 1.58227 0.18275 -0.78196
H -0.52982 -2.40711 0.94567
H 0.03373 1.97187 -0.69412
H -0.48084 -0.66598 1.14435
H 0.49173 0.14271 -2.17750
H -1.05503 1.18739 1.56624
H 0.15188 -2.34243 -1.31172



(11)
15
Properties=species:S:1:pos:R:3 method="wB97M-V/def2-TZVPD" total_charge=+1 homo_lumo_gap_ev=9.0 lumo_ev=-3.95 total_energy_ha=-924.2256 e_above_lowest_ev=1.264 spin_multiplicity=1
I 2.60871 -2.98520 2.52678
S -0.08192 -1.75726 0.81819
N -0.35317 -1.03249 -0.72078
N -0.86484 1.07697 0.06582
C -1.24484 2.46030 -0.08979
C 2.03410 -2.13178 0.69878
C -0.72003 0.22398 -0.90134
H -0.35946 3.09876 -0.14742
H 2.45345 -1.15232 0.53668
H -0.65728 0.75423 1.00867
H -1.84111 2.76647 0.76883
H -0.91926 0.55090 -1.91673
H 2.09294 -2.81963 -0.12656
H -1.83289 2.59552 -0.99740
H -0.31441 -1.64845 -1.52372



(12)
14
Properties=species:S:1:pos:R:3 method="wB97M-V/def2-TZVPD" total_charge=0 homo_lumo_gap_ev=8.1 lumo_ev=-0.67 total_energy_ha=-869.6726 e_above_lowest_ev=0.545 spin_multiplicity=1
I -3.50420 -1.49514 -0.37948
S -2.56880 -0.25329 -2.34057
N -1.01257 0.37864 -2.00146
C -1.00551 1.42360 -0.96428
C 1.73652 -1.54185 1.46206
C 0.44658 -1.33319 1.24974
H -1.05435 2.29779 -1.50335
H 2.15895 -2.59494 1.58999
H 2.36204 -0.63401 1.61210
H -1.81193 1.44522 -0.26534
H -0.32037 -0.32317 -2.09171
H -0.05153 1.36393 -0.37451
H -0.36781 -2.16604 1.16842
H 0.14834 -0.27536 1.25025



Repeat the seventh record exactly.
14
Properties=species:S:1:pos:R:3 method="wB97M-V/def2-TZVPD" total_charge=0 homo_lumo_gap_ev="7.8 / 8.5" lumo_ev="0.08 / 0.66" total_energy_ha=-671.7611 e_above_lowest_ev=3.847 spin_multiplicity=1
S 2.53023 0.87714 -0.32197
F 1.43383 -0.63494 1.52857
N 1.30926 -1.44669 -0.55580
C -1.90093 0.21525 -0.46254
C -1.18025 0.97856 0.53062
C 1.23277 -0.26105 0.18349
H -1.17033 0.56007 1.49420
H -0.63115 1.86620 0.26860
H -1.73644 0.51229 -1.52119
H 0.70980 -1.32471 -1.31661
H 2.77241 1.49493 0.89235
H -1.82758 -0.85651 -0.37124
H -3.03668 0.30139 -0.30350
H 1.49508 -2.28193 -0.04498